Arrangement one

Formula: C2H5N2O
Source: the Open Molecules 2025 dataset
Level of theory: ωB97M-V with the def2-TZVPD basis set

Calculated values
Charge: +1
LUMO: -5.032 eV
Gap between HOMO and LUMO: 0.376 Ha
HOMO: -15.27 eV

CARTESIAN COORDINATES (ANGSTROEM)
C1 0.02 -0.91 -0.56
C2 0.11 1.60 -0.71
N1 0.10 1.52 0.45
N2 -0.16 -1.16 0.69
O1 0.05 1.08 1.53
H1 -0.82 -0.84 -1.24
H2 1.03 -0.90 -0.96
H3 0.16 2.12 -1.63
H4 -1.10 -1.23 1.09
H5 0.61 -1.29 1.34

---

Arrangement two

Formula: C2H5N2O
Source: the Open Molecules 2025 dataset
Level of theory: ωB97M-V with the def2-TZVPD basis set

Calculated values
Charge: +1
LUMO (spin up / spin down): -6.524 / -6.526 eV
Gap between HOMO and LUMO (spin up / spin down): 0.351 / 0.351 Ha
HOMO (spin up / spin down): -16.07 / -16.07 eV

CARTESIAN COORDINATES (ANGSTROEM)
C1 -0.11 -0.18 0.02
C2 0.70 1.00 -0.22
N1 0.07 -0.31 1.33
N2 -0.69 -0.99 -0.75
O1 0.96 1.27 1.20
H1 1.73 0.85 -0.76
H2 0.10 1.72 -0.74
H3 -0.78 -0.45 2.01
H4 -0.80 -1.08 -1.78
H5 -1.18 -1.83 -0.32

---

Result of the stability comparison: arrangement one is the most stable of them.

---

Arrangement one

Formula: C2H5N2O
Source: the Open Molecules 2025 dataset
Level of theory: ωB97M-V with the def2-TZVPD basis set

Calculated values
Charge: +1
LUMO (spin up / spin down): -5.609 / -5.708 eV
Gap between HOMO and LUMO (spin up / spin down): 0.299 / 0.303 Ha
HOMO (spin up / spin down): -13.74 / -13.95 eV

CARTESIAN COORDINATES (ANGSTROEM)
C1 0.78 -1.09 -0.13
C2 -0.02 1.11 -0.15
N1 -1.86 -0.83 0.07
N2 0.62 0.09 0.48
O1 -1.76 0.34 0.03
H1 1.12 -1.95 0.40
H2 0.31 -1.19 -1.20
H3 -0.20 2.05 0.34
H4 -0.07 1.24 -1.31
H5 1.08 0.22 1.46

---

Arrangement two

Formula: C2H5N2O
Source: the Open Molecules 2025 dataset
Level of theory: ωB97M-V with the def2-TZVPD basis set

Calculated values
Charge: +1
LUMO: -6.223 eV
Gap between HOMO and LUMO: 0.371 Ha
Structure (SMILES): NC(=[NH2+])C=O
HOMO: -16.31 eV

CARTESIAN COORDINATES (ANGSTROEM)
N1 0.62 0.21 -0.87
C1 0.03 -0.26 0.29
N2 -1.02 0.48 0.71
C2 0.12 -1.57 0.86
O1 -0.38 -1.66 1.93
H1 1.44 -0.06 -1.51
H2 0.20 1.12 -1.18
H3 -1.36 0.16 1.61
H4 -1.15 1.43 0.35
H5 0.68 -2.24 0.30

---

Result of the stability comparison: arrangement two is the most stable of them.

---

Arrangement one

Formula: C4H7N3
Source: the Open Molecules 2025 dataset
Level of theory: ωB97M-V with the def2-TZVPD basis set

Calculated values
LUMO: -0.331 eV
Gap between HOMO and LUMO: 0.237 Ha
HOMO: -6.77 eV

CARTESIAN COORDINATES (ANGSTROEM)
C1 -1.31 0.73 -0.70
C2 -1.10 -0.95 0.89
N1 -0.40 0.13 0.33
C3 1.12 -0.17 -0.38
N2 1.28 -1.36 -0.74
C4 2.09 0.89 -0.43
N3 2.85 1.77 -0.44
H1 -0.84 1.56 -1.22
H2 -2.23 1.03 -0.18
H3 -1.58 -0.08 -1.39
H4 -1.12 -1.77 0.17
H5 -0.81 -1.20 1.91
H6 -0.18 0.85 1.02
H7 2.22 -1.53 -1.13

---

Arrangement two

Formula: C4H7N3
Source: the Open Molecules 2025 dataset
Level of theory: ωB97M-V with the def2-TZVPD basis set

Calculated values
LUMO: 0.172 eV
Gap between HOMO and LUMO: 0.249 Ha
HOMO: -6.59 eV

CARTESIAN COORDINATES (ANGSTROEM)
N1 1.07 0.48 -2.09
C1 0.42 0.17 -0.81
C2 0.71 0.31 0.54
C3 -0.43 -0.27 1.14
N2 -0.63 -0.45 2.53
C4 -1.27 -0.70 0.11
N3 -0.74 -0.43 -1.10
H1 1.18 1.47 -2.34
H2 1.94 -0.02 -2.30
H3 1.58 0.75 1.03
H4 -1.62 -0.53 2.73
H5 -0.28 0.35 3.04
H6 -2.23 -1.20 0.17
H7 0.29 0.07 -2.64

---

Arrangement three

Formula: C4H7N3
Source: the Open Molecules 2025 dataset
Level of theory: ωB97M-V with the def2-TZVPD basis set

Calculated values
LUMO: 0.306 eV
Gap between HOMO and LUMO: 0.314 Ha
HOMO: -8.23 eV

CARTESIAN COORDINATES (ANGSTROEM)
C1 -0.22 -2.28 -0.25
C2 0.33 -1.02 0.38
C3 0.11 0.45 -1.04
C4 0.68 1.74 -0.87
N1 0.03 2.31 0.16
N2 -0.86 1.52 0.75
N3 -0.83 0.39 0.01
H1 0.11 -3.14 0.35
H2 -1.31 -2.27 -0.25
H3 0.14 -2.40 -1.28
H4 0.09 -0.93 1.44
H5 1.40 -0.89 0.24
H6 1.46 2.26 -1.42
H7 0.06 3.28 0.47

---

Result of the stability comparison: arrangement two is the most stable of them.

---

Arrangement one

Formula: C4H7N3
Source: the Open Molecules 2025 dataset
Level of theory: ωB97M-V with the def2-TZVPD basis set

Calculated values
LUMO: 1.059 eV
Gap between HOMO and LUMO: 0.367 Ha
Structure (SMILES): C#CC/N=C/NN
HOMO: -8.93 eV

CARTESIAN COORDINATES (ANGSTROEM)
C1 3.65 -0.75 -0.18
C2 2.70 -0.03 -0.20
C3 1.45 0.77 0.15
N1 0.39 -0.14 0.54
C4 -0.66 0.10 -0.13
N2 -1.84 -0.55 0.22
N3 -3.06 -0.14 -0.35
H1 4.45 -1.45 -0.29
H2 1.62 1.38 1.01
H3 1.16 1.42 -0.72
H4 -0.89 0.81 -0.92
H5 -1.87 -0.98 1.15
H6 -3.64 -0.88 -0.58
H7 -3.46 0.45 0.30

---

Arrangement two

Formula: C4H7N3
Source: the Open Molecules 2025 dataset
Level of theory: ωB97M-V with the def2-TZVPD basis set

Calculated values
LUMO: 0.386 eV
Gap between HOMO and LUMO: 0.326 Ha
Structure (SMILES): CN/C(N)=C\C#N
HOMO: -8.48 eV

CARTESIAN COORDINATES (ANGSTROEM)
C1 -0.47 1.89 0.06
N1 0.80 1.00 -0.10
C2 0.91 -0.30 -0.17
N2 2.25 -0.55 0.07
C3 -0.07 -1.19 -0.07
C4 -1.50 -1.02 0.04
N3 -2.64 -0.44 0.02
H1 -1.13 1.71 -0.94
H2 -1.33 1.53 0.74
H3 -0.27 2.95 -0.03
H4 1.01 1.28 1.02
H5 2.86 0.10 -0.35
H6 2.56 -1.65 0.46
H7 0.17 -2.29 0.06

---

Arrangement three

Formula: C4H7N3
Source: the Open Molecules 2025 dataset
Level of theory: ωB97M-V with the def2-TZVPD basis set

Calculated values
LUMO: 0.160 eV
Gap between HOMO and LUMO: 0.311 Ha
Structure (SMILES): [H]/N=C(/C)[C@@H]1N/C1=N/[H]
HOMO: -8.29 eV

CARTESIAN COORDINATES (ANGSTROEM)
H1 -0.09 2.46 -0.59
N1 0.44 1.84 -1.21
C1 0.24 0.64 -0.90
C2 1.11 -0.48 -1.39
C3 -0.79 0.27 0.17
N2 -0.98 1.17 1.20
C4 -0.43 -0.56 1.31
N3 -0.51 -1.53 2.06
H2 0.32 -2.10 2.22
H3 0.52 -1.37 -1.61
H4 1.84 -0.75 -0.62
H5 1.64 -0.15 -2.28
H6 -1.45 -0.64 -0.12
H7 -1.84 1.20 1.75

---

Arrangement four

Formula: C4H7N3
Source: the Open Molecules 2025 dataset
Level of theory: ωB97M-V with the def2-TZVPD basis set

Calculated values
LUMO: 0.724 eV
Gap between HOMO and LUMO: 0.341 Ha
Structure (SMILES): Cc1cn(C)nn1
HOMO: -8.56 eV

CARTESIAN COORDINATES (ANGSTROEM)
C1 1.76 -0.97 1.25
C2 0.36 -1.31 0.42
C3 -0.10 -0.73 -0.80
N1 -0.74 0.38 -0.42
C4 -1.46 1.38 -1.17
N2 -0.75 0.53 0.92
N3 -0.21 -0.52 1.40
H1 1.83 0.05 1.72
H2 1.87 -1.68 2.06
H3 2.50 -1.01 0.48
H4 -0.13 -1.01 -1.85
H5 -1.37 2.32 -0.63
H6 -2.51 1.09 -1.23
H7 -1.03 1.47 -2.17

---

Result of the stability comparison: arrangement one is the most stable of them.

---

Arrangement one

Formula: C4H7N3
Source: the Open Molecules 2025 dataset
Level of theory: ωB97M-V with the def2-TZVPD basis set

Calculated values
LUMO: 0.195 eV
Gap between HOMO and LUMO: 0.354 Ha
Structure (SMILES): [H]/N=C(\C#N)NCC
HOMO: -9.45 eV

CARTESIAN COORDINATES (ANGSTROEM)
H1 3.14 -1.01 -0.42
N1 2.32 -1.27 0.12
C1 1.46 -0.34 -0.02
C2 1.70 0.84 -0.85
N2 2.30 1.46 -1.62
N3 0.24 -0.37 0.61
C3 -1.13 -0.55 0.23
C4 -1.63 0.68 -0.53
H2 0.42 -0.14 1.57
H3 -1.28 -1.48 -0.35
H4 -1.66 -0.70 1.20
H5 -1.09 0.93 -1.56
H6 -1.65 1.55 0.16
H7 -2.64 0.44 -0.86

---

Arrangement two

Formula: C4H7N3
Source: the Open Molecules 2025 dataset
Level of theory: ωB97M-V with the def2-TZVPD basis set

Calculated values
LUMO: 0.225 eV
Gap between HOMO and LUMO: 0.350 Ha
HOMO: -9.29 eV

CARTESIAN COORDINATES (ANGSTROEM)
C1 0.37 -1.06 -1.59
C2 -0.67 -0.10 -1.03
N1 -0.11 0.85 -0.08
C3 0.05 0.66 1.21
N2 0.06 1.86 1.77
C4 0.20 -0.62 1.87
N3 0.34 -1.65 2.38
H1 0.79 -1.69 -0.79
H2 1.19 -0.51 -2.06
H3 -0.09 -1.72 -2.33
H4 -1.50 -0.66 -0.58
H5 -1.10 0.50 -1.85
H6 -0.07 2.09 0.44
H7 0.54 2.03 2.65

---

Result of the stability comparison: arrangement one is the most stable of them.

---

Arrangement one

Formula: C4H7N3
Source: the Open Molecules 2025 dataset
Level of theory: ωB97M-V with the def2-TZVPD basis set

Calculated values
LUMO: 1.058 eV
Gap between HOMO and LUMO: 0.293 Ha
Structure (SMILES): Nc1c[nH]c(N)c1
HOMO: -6.91 eV

CARTESIAN COORDINATES (ANGSTROEM)
N1 -0.83 -1.43 1.93
C1 -0.31 -0.68 0.86
C2 0.94 -0.86 0.31
N2 0.96 -0.26 -0.93
C3 0.03 0.72 -0.84
N3 0.42 1.91 -1.48
C4 -0.93 0.38 0.10
H1 -0.33 -2.31 2.00
H2 -1.82 -1.60 1.86
H3 1.92 -1.06 0.67
H4 1.81 -0.15 -1.46
H5 -0.16 1.97 -2.28
H6 0.27 2.69 -0.85
H7 -1.98 0.67 0.11

---

Arrangement two

Formula: C4H7N3
Source: the Open Molecules 2025 dataset
Level of theory: ωB97M-V with the def2-TZVPD basis set

Calculated values
LUMO: 1.091 eV
Gap between HOMO and LUMO: 0.389 Ha
Structure (SMILES): C=NC(N=C)N=C
HOMO: -9.49 eV

CARTESIAN COORDINATES (ANGSTROEM)
C1 -1.73 1.31 0.11
N1 -1.40 0.13 0.08
C2 0.04 -0.16 0.28
N2 0.14 -1.38 -0.47
C3 -0.05 -2.36 0.30
N3 0.84 0.96 -0.05
C4 1.76 1.12 -0.87
H1 -2.82 1.50 0.10
H2 -1.04 2.16 0.16
H3 0.16 -0.23 1.42
H4 -0.04 -3.33 -0.15
H5 -0.12 -2.13 1.35
H6 1.95 2.18 -0.97
H7 2.30 0.23 -1.31

---

Result of the stability comparison: arrangement one is the most stable of them.